Version one
Molecular formula: C3H11N
Method: DFT, wB97M-V/def2-TZVPD

SMILES: CNC.C

Positions of all 15 atoms, in Å:
C (1.371, -0.261, -0.725)
N (0.344, -0.541, 0.268)
C (0.144, -1.982, 0.614)
H (1.276, -0.836, -1.561)
H (2.337, -0.526, -0.306)
H (1.436, 0.777, -1.024)
H (0.469, -0.050, 1.150)
H (1.225, -2.499, 0.686)
H (-0.315, -2.028, 1.607)
H (-0.299, -2.571, -0.153)
C (-1.764, 2.511, -0.162)
H (-2.052, 3.569, 0.041)
H (-0.734, 2.338, 0.048)
H (-2.343, 1.808, 0.369)
H (-1.916, 2.193, -1.098)

***

Version two
Molecular formula: C3H11N
Method: DFT, wB97M-V/def2-TZVPD

SMILES: CCC.N

Positions of all 15 atoms, in Å:
C (-0.193, 0.367, 0.392)
C (-1.155, 0.370, 1.589)
C (-2.457, 1.153, 1.385)
H (0.817, 0.536, 0.754)
H (-0.333, 1.204, -0.298)
H (-0.234, -0.594, -0.120)
H (-0.608, 0.905, 2.373)
H (-1.478, -0.638, 1.836)
H (-3.156, 1.281, 2.203)
H (-2.330, 2.093, 0.834)
H (-2.995, 0.603, 0.587)
N (3.787, -1.677, -2.967)
H (3.851, -2.089, -2.035)
H (2.993, -1.059, -2.987)
H (3.490, -2.455, -3.547)

***

The data favor version two; the next most stable structure lies 21.1 kcal/mol above it.

***

Version one
Molecular formula: C3H11N
Method: DFT, wB97M-V/def2-TZVPD

SMILES: CCN.C

Positions of all 15 atoms, in Å:
C (1.080, -1.016, 0.420)
C (-0.248, -0.861, 1.136)
N (-0.935, -2.151, 1.247)
H (0.944, -1.378, -0.606)
H (1.669, -0.102, 0.463)
H (1.662, -1.826, 0.863)
H (-0.086, -0.407, 2.113)
H (-0.906, -0.199, 0.570)
H (-0.672, -2.644, 2.092)
H (-1.939, -2.045, 1.213)
C (-0.138, 2.524, -1.912)
H (0.564, 1.879, -1.397)
H (-1.126, 2.143, -1.650)
H (0.102, 2.528, -2.972)
H (0.029, 3.554, -1.579)

***

Version two
Molecular formula: C3H11N
Method: DFT, wB97M-V/def2-TZVPD

SMILES: CCN.C

Positions of all 15 atoms, in Å:
C (-0.216, -0.951, 0.683)
C (-0.018, -1.392, -0.770)
N (-1.230, -1.828, -1.475)
H (0.066, -1.759, 1.331)
H (-1.185, -0.491, 0.812)
H (0.563, -0.218, 0.901)
H (0.640, -2.254, -0.780)
H (0.481, -0.701, -1.448)
H (-2.028, -1.238, -1.294)
H (-1.417, -2.814, -1.434)
C (0.887, 2.735, 0.704)
H (0.030, 2.938, 1.351)
H (1.748, 3.386, 0.816)
H (1.118, 1.707, 0.931)
H (0.560, 2.879, -0.326)

***

The data favor version one; the next most stable structure lies 7.5 kcal/mol above it.

***

Version one
Molecular formula: C5H8S
Method: DFT, wB97M-V/def2-TZVPD

Positions of all 14 atoms, in Å:
C (-1.059, -0.299, 0.872)
C (0.802, 0.716, -0.943)
C (0.707, -0.622, -0.526)
C (1.273, -1.519, 0.671)
C (0.339, -0.559, 0.956)
H (-1.403, 0.143, 1.808)
H (-1.795, -1.100, 0.688)
H (0.992, 1.083, -1.911)
H (1.501, 1.203, -0.108)
H (0.165, -1.375, -1.034)
H (0.994, -2.645, 0.510)
H (2.192, -1.312, 1.173)
H (0.849, 0.229, 1.546)
S (-0.991, 1.092, -0.553)

***

Version two
Molecular formula: C5H8S
Method: DFT, wB97M-V/def2-TZVPD

SMILES: C=CCC(C)=S

Positions of all 14 atoms, in Å:
C (-2.083, -0.268, -0.202)
C (-0.835, -0.655, -0.513)
C (0.216, -0.978, 0.455)
C (1.369, -0.092, 0.152)
C (0.939, 1.331, 0.005)
S (2.860, -0.576, -0.254)
H (-2.289, -0.204, 0.880)
H (-2.869, -0.140, -0.871)
H (-0.535, -0.647, -1.629)
H (-0.113, -0.827, 1.486)
H (0.579, -2.030, 0.427)
H (-0.031, 1.461, 0.473)
H (1.052, 1.725, -0.974)
H (1.740, 1.901, 0.565)

***

The data favor version two; the next most stable structure lies 59.7 kcal/mol above it.

***

Version one
Molecular formula: C5H8S
Method: DFT, wB97M-V/def2-TZVPD

SMILES: C=CCC(C)=S

Positions of all 14 atoms, in Å:
C (-2.916, -0.018, -0.090)
C (-1.637, -0.029, 0.325)
C (-0.616, 0.853, -0.182)
C (0.800, 0.257, -0.002)
C (1.984, 1.285, 0.115)
S (1.060, -1.302, -0.085)
H (-3.189, 0.922, -0.569)
H (-3.629, -0.784, 0.252)
H (-1.166, -0.770, 1.012)
H (-0.540, 1.137, -1.242)
H (-0.515, 1.750, 0.454)
H (1.867, 1.533, 1.161)
H (1.666, 2.075, -0.600)
H (2.850, 0.877, -0.103)

***

Version two
Molecular formula: C5H8S
Method: DFT, wB97M-V/def2-TZVPD

Positions of all 14 atoms, in Å:
C (0.130, 1.677, -0.223)
C (0.595, 0.179, 0.285)
C (-0.491, -0.928, -0.094)
C (2.019, -0.106, 0.051)
C (3.134, -0.528, -0.011)
H (0.250, 1.651, -1.221)
H (-0.908, 1.838, -0.181)
H (0.872, 2.380, 0.168)
H (0.819, 0.370, 1.430)
H (-0.275, -1.168, -1.210)
H (-0.244, -2.056, 0.098)
H (-2.072, 0.827, 1.553)
H (4.005, -0.952, -0.209)
S (-2.173, -0.291, -0.030)

***

The data favor version one; the next most stable structure lies 83.8 kcal/mol above it.

***

Version one
Molecular formula: C5H8S
Method: DFT, wB97M-V/def2-TZVPD

Positions of all 14 atoms, in Å:
C (-1.904, 0.475, 0.122)
C (-0.897, 1.379, 0.074)
C (-0.004, -0.913, 0.173)
C (2.896, -0.060, 0.041)
C (-1.461, -0.902, -0.033)
S (0.651, 0.618, -0.094)
H (-2.904, 0.818, 0.247)
H (-1.106, 2.418, 0.009)
H (0.734, -1.745, 0.191)
H (3.324, 0.801, 0.483)
H (3.200, -0.784, 0.797)
H (-1.866, -1.620, 0.611)
H (-1.653, -1.130, -1.117)
H (0.990, 0.646, -1.503)

***

Version two
Molecular formula: C5H8S
Method: DFT, wB97M-V/def2-TZVPD

Positions of all 14 atoms, in Å:
C (2.848, -1.010, -0.728)
C (2.094, -0.418, -0.013)
C (-1.272, 0.981, -0.770)
C (0.282, 0.486, 1.021)
C (-0.972, 0.037, 0.360)
S (-0.715, -1.669, -0.274)
H (3.639, -1.504, -1.285)
H (-2.209, 0.606, -1.313)
H (-1.335, 1.937, -0.298)
H (-0.519, 1.197, -1.544)
H (0.411, 1.587, 0.957)
H (0.469, -0.032, 1.903)
H (-1.779, -0.028, 1.054)
H (-0.942, -2.168, 0.930)

***

The data favor version two; the next most stable structure lies 63.2 kcal/mol above it.

***

Version one
Molecular formula: C5H8S
Method: DFT, wB97M-V/def2-TZVPD

SMILES: C1C[C@@H]2S[C@H]2C1

Positions of all 14 atoms, in Å:
C (0.064, 0.900, 0.695)
C (0.643, -0.510, 1.049)
C (-0.156, -1.257, -0.054)
S (-0.138, -2.074, -1.686)
C (0.057, -0.429, -1.287)
C (-0.582, 0.871, -0.764)
H (-0.766, 1.195, 1.354)
H (0.865, 1.702, 0.832)
H (1.752, -0.658, 0.905)
H (0.327, -0.886, 2.037)
H (-1.224, -1.257, 0.191)
H (1.086, -0.128, -1.373)
H (-0.307, 1.770, -1.246)
H (-1.622, 0.760, -0.652)

***

Version two
Molecular formula: C5H8S
Method: DFT, wB97M-V/def2-TZVPD

SMILES: C=[S@H]1=CCC=C1

Positions of all 14 atoms, in Å:
C (2.335, -0.287, -0.462)
S (0.815, 0.028, 0.272)
C (-0.249, 1.268, 0.051)
C (-1.573, 0.621, -0.018)
C (-1.467, -0.873, -0.139)
C (-0.246, -1.322, -0.211)
H (2.946, -0.165, 0.411)
H (2.403, 0.378, -1.299)
H (1.274, -0.683, 1.466)
H (0.050, 2.088, 0.569)
H (-2.137, 0.964, -0.922)
H (-2.028, 0.924, 0.956)
H (-2.366, -1.507, -0.377)
H (0.227, -2.313, -0.439)

***

Version three
Molecular formula: C5H8S
Method: DFT, wB97M-V/def2-TZVPD

Positions of all 14 atoms, in Å:
C (0.608, 1.910, -0.145)
C (-2.111, 0.488, -0.229)
C (0.213, 0.763, 0.337)
C (0.595, -1.672, -0.254)
C (0.900, -0.533, 0.733)
S (-3.489, -0.313, 0.046)
H (-0.162, 2.611, -0.341)
H (1.615, 2.194, -0.295)
H (-1.999, 1.277, -0.849)
H (-0.256, -2.177, -0.020)
H (1.429, -2.266, -0.246)
H (0.372, -1.081, -1.254)
H (1.895, -0.240, 0.782)
H (0.392, -0.961, 1.735)

***

The data favor version one; the next most stable structure lies 63.6 kcal/mol above it.

***

Version one
Molecular formula: C5H8S
Method: DFT, wB97M-V/def2-TZVPD

SMILES: C=C(C=S)CC

Positions of all 14 atoms, in Å:
C (-1.379, -0.869, -0.460)
C (-0.525, -0.066, 0.171)
C (0.903, -0.097, 0.072)
S (1.793, -1.304, -0.647)
C (-1.080, 0.972, 1.125)
C (-1.278, 2.239, 0.315)
H (-2.436, -0.682, -0.359)
H (-1.075, -1.788, -1.038)
H (1.383, 0.708, 0.643)
H (-2.003, 0.630, 1.524)
H (-0.356, 1.192, 1.957)
H (-2.034, 2.064, -0.436)
H (-0.345, 2.625, -0.188)
H (-1.665, 3.055, 0.921)

***

Version two
Molecular formula: C5H8S
Method: DFT, wB97M-V/def2-TZVPD

Positions of all 14 atoms, in Å:
C (-2.123, 1.431, -0.473)
C (-1.386, 1.029, 0.387)
C (0.580, -1.142, -0.890)
C (-0.150, -0.123, 1.369)
C (1.028, -0.332, 0.327)
S (1.652, 1.262, -0.209)
H (-2.643, 1.652, -1.364)
H (1.388, -1.437, -1.578)
H (0.154, -2.122, -0.368)
H (-0.347, -0.695, -1.394)
H (-0.780, -1.023, 1.512)
H (0.099, 0.368, 2.305)
H (1.992, -0.641, 0.738)
H (0.535, 1.773, -0.363)

***

The data favor version one; the next most stable structure lies 67.5 kcal/mol above it.

***

Version one
Molecular formula: C6H7NS
Method: DFT, wB97M-V/def2-TZVPD

SMILES: C#C[C@@]1(C)CSC=N1

Positions of all 15 atoms, in Å:
C (-0.570, 2.546, -0.159)
C (-0.202, 1.420, -0.267)
C (0.142, 0.059, -0.110)
C (1.275, -0.234, -1.045)
C (0.328, -0.458, 1.327)
S (-1.217, -1.175, 1.830)
C (-1.703, -1.466, 0.197)
N (-1.191, -0.870, -0.780)
H (-0.788, 3.580, -0.226)
H (0.928, -0.335, -2.083)
H (1.727, -1.271, -0.869)
H (1.903, 0.728, -1.123)
H (1.282, -1.036, 1.405)
H (0.750, 0.395, 1.972)
H (-2.665, -1.882, -0.069)

***

Version two
Molecular formula: C6H7NS
Method: DFT, wB97M-V/def2-TZVPD

SMILES: CC1=CC(=S)C=C1N

Positions of all 15 atoms, in Å:
C (-1.397, -1.372, 0.040)
C (-0.096, -0.655, 0.080)
C (1.169, -1.108, -0.039)
C (2.036, 0.089, 0.068)
S (3.689, 0.035, 0.039)
C (1.207, 1.266, 0.000)
C (-0.055, 0.858, 0.044)
N (-1.156, 1.653, 0.085)
H (-2.089, -1.076, -0.806)
H (-1.233, -2.445, -0.190)
H (-1.945, -1.247, 0.962)
H (1.447, -2.183, 0.056)
H (1.660, 2.301, -0.147)
H (-1.132, 2.656, -0.090)
H (-2.105, 1.229, -0.103)

***

The data favor version two; the next most stable structure lies 54.8 kcal/mol above it.